1.
ORCA calculation (ωB97M-V/def2-TZVPD) on one molecule with the formula C3H9N5 at a distorted geometry.

As for the highest occupied orbital energy: -7.90 eV. The calculation puts the gap between HOMO and LUMO at 8.4 eV. As for the multiplicity: 1.

Each line ends with the natural charge from an NBO analysis.
Positions of all 17 atoms, in Å:
C1 1.08561 0.29894 0.11086  0.6084
N1 2.02262 -0.64877 -0.36530  -0.8760
N2 0.14885 0.69662 -1.16062  -0.6813
N3 1.50056 1.21509 0.91872  -0.8711
H1 1.72108 -1.60707 -0.24942  0.3750
H2 2.89634 -0.50447 0.12594  0.3989
H3 -0.19393 1.65214 -1.10550  0.4006
H4 0.64212 0.54429 -2.03642  0.4160
H5 0.82475 1.95972 1.06184  0.3332
C2 -1.17030 -0.37215 -0.89714  0.2997
C3 -0.91621 -0.73802 1.66944  0.0315
N4 -0.38611 -0.65960 0.53501  -0.4289
N5 -2.40507 0.01312 -0.90382  -0.8701
H6 -2.54137 0.96032 -0.55185  0.3238
H7 -0.91601 -1.23124 -1.52049  0.1618
H8 -0.40755 -0.39159 2.57233  0.1903
H9 -1.90537 -1.18732 1.79641  0.1883


2.
ORCA calculation (ωB97M-V/def2-TZVPD) on C4H7N2S2 as an isolated structure at a distorted geometry.

Its charge is +1. As for the highest occupied orbital energy (spin up / spin down): -11.33 / -11.33 eV. The calculation puts the gap between HOMO and LUMO (spin up / spin down) at 6.5 / 6.5 eV. As for the multiplicity: 1.

Each line ends with the natural charge from an NBO analysis.
Positions of all 15 atoms, in Å:
C1 0.42703 -0.60515 -0.81058  -0.1886
C2 2.41680 0.64028 1.62424  -0.4802
C3 -1.29096 0.84471 -0.33584  -0.0516
C4 -0.51988 -1.28575 -0.13895  0.0261
N1 0.10092 0.75922 -0.77197  -0.5535
N2 -1.54761 -0.46641 0.20744  -0.5904
S1 1.45714 1.64907 0.94949  0.5852
S2 3.28938 -0.72308 1.84034  0.3364
H1 1.33959 -0.95942 -1.23593  0.2417
H2 -1.44128 1.64682 0.39440  0.2071
H3 -1.95826 1.02548 -1.19796  0.2015
H4 -0.53541 -2.32808 0.11310  0.2439
H5 0.35982 1.33555 -1.56341  0.4250
H6 -2.20797 -0.64664 0.94113  0.4293
H7 4.13854 -0.21957 2.76563  0.1682


3.
ORCA calculation (ωB97M-V/def2-TZVPD) on C18H17I2OS5Sn as an isolated structure at a distorted geometry.

Its charge is +1. As for the highest occupied orbital energy: -11.49 eV. The calculation puts the gap between HOMO and LUMO at 6.1 eV. As for the multiplicity: 1.

Each line ends with the natural charge from an NBO analysis.
Positions of all 44 atoms, in Å:
Sn1 -1.10945 1.99673 1.92422  1.2353
C1 0.55569 4.14993 1.77147  -0.2684
C2 0.92063 3.17238 0.84322  -0.2802
C3 -0.23693 2.92367 -0.01224  -0.4181
C4 -1.36713 3.72933 0.50429  -0.4833
C5 -0.77845 4.47975 1.58698  -0.2917
H1 1.28604 4.44518 2.53443  0.2574
H2 1.82656 2.64251 0.73098  0.2515
H3 -0.15397 2.12759 -0.75917  0.2549
H4 -2.40101 3.88351 0.25081  0.2783
H5 -1.31848 5.06849 2.24024  0.2433
S1 2.66581 -3.34863 6.80946  0.2031
C6 1.88341 -2.42331 5.73018  -0.5867
S2 1.77533 -2.58309 3.99396  0.5603
C7 0.91862 -1.14564 3.69202  -0.3752
C8 0.41182 -0.40536 4.88218  -0.4258
S3 -0.63312 0.85096 4.86623  0.1212
S4 1.05088 -0.96099 6.35383  0.5425
S5 0.73921 -0.60918 2.08568  0.1050
C9 2.57765 -2.22444 -3.96847  -0.6329
C10 1.30335 -1.62236 -3.28029  0.0778
C11 0.71681 -0.41340 -3.62955  -0.2431
C12 -0.29476 0.14319 -2.90548  0.0502
C13 -0.94249 1.37429 -3.46822  -0.6474
C14 -0.78911 -0.56422 -1.73172  -0.1916
C15 -1.62887 0.10674 -0.83284  0.4276
O1 -1.60425 -0.01453 0.38270  -0.6343
C16 -0.27039 -1.83403 -1.45021  0.0941
C17 -0.77364 -2.77169 -0.38615  -0.6612
C18 0.78324 -2.30657 -2.24268  -0.2404
H6 3.35594 -1.77003 -3.38805  0.2291
H7 2.67003 -1.82644 -5.00951  0.2299
H8 2.71079 -3.31503 -3.84911  0.2333
H9 1.02499 0.10881 -4.55691  0.2171
H10 -0.97383 2.25036 -2.81037  0.2180
H11 -1.94995 1.16557 -3.88275  0.2365
H12 -0.28117 1.54855 -4.30040  0.2295
H13 -2.45443 0.75633 -1.19380  0.1439
H14 -1.02142 -3.76399 -0.77325  0.2379
H15 -1.64800 -2.30624 0.11534  0.2319
H16 -0.02801 -2.85095 0.42862  0.2346
H17 1.23540 -3.27854 -2.07132  0.2161
I1 -3.31831 -1.94269 3.56814  -0.0074
I2 -4.43504 -2.64256 1.20751  0.0274


4.
ORCA calculation (ωB97M-V/def2-TZVPD) on a 14-piece molecular cluster, C17H58F3O15 overall at a distorted geometry.

Its charge is -1. As for the highest occupied orbital energy: -3.20 eV. The calculation puts the gap between HOMO and LUMO at 4.7 eV. As for the multiplicity: 1.

Each line ends with the Mulliken charge.
Positions of all 93 atoms, in Å:
C1 2.89756 0.15717 0.76291  -0.1210
O1 2.15137 0.07856 1.99544  -0.1557
O2 3.82534 -0.89240 0.88832  -0.8776
C2 1.99069 0.27711 -0.57354  0.7532
F1 1.06302 -0.67107 -0.66731  -0.2771
F2 1.35826 1.44559 -0.73834  -0.2775
F3 2.71157 0.22215 -1.71349  -0.2974
C3 1.13961 1.09449 2.21008  -0.1899
C4 0.52350 0.86859 3.58499  -1.1369
H1 0.56488 -0.19322 3.82781  0.3103
H2 1.07113 1.38829 4.37120  0.2550
H3 -0.52276 1.16684 3.65185  0.3194
H4 0.36211 1.21172 1.45520  0.2781
H5 1.60736 2.07659 2.27934  0.2467
H6 3.51558 1.05344 0.81651  0.1707
C5 10.72668 2.57509 -0.82248  -0.4637
O3 10.87561 2.83248 0.56076  -0.4939
H7 11.71237 2.42535 -1.26305  0.2283
H8 10.10676 1.70284 -1.02980  0.2327
H9 10.30855 3.44732 -1.32496  0.2086
H10 11.32771 3.67009 0.68575  0.2880
C6 0.78750 -6.36449 3.31424  -0.5087
O4 2.15663 -5.93280 3.13619  -0.5106
H11 0.73866 -7.37414 3.72207  0.2216
H12 0.19534 -5.70148 3.94501  0.2389
H13 0.30601 -6.47656 2.34280  0.2364
H14 2.17938 -5.11867 2.62800  0.3221
C7 -0.28282 -7.72979 -4.01605  -0.4218
O5 -1.47412 -8.47273 -3.68171  -0.5226
H15 0.46890 -7.80253 -3.23010  0.2083
H16 0.10015 -8.26243 -4.88652  0.2238
H17 -0.55224 -6.68530 -4.17270  0.2165
H18 -2.15230 -8.42438 -4.35946  0.2957
C8 7.01290 5.92598 -5.19318  -0.5346
O6 6.50280 6.92697 -6.02127  -0.4889
H19 6.46706 5.02392 -5.46964  0.2246
H20 8.05779 5.64442 -5.32370  0.2490
H21 6.76554 6.01130 -4.13505  0.2600
H22 7.03380 7.72253 -5.93914  0.2899
C9 -7.31485 2.50631 0.45130  -0.5232
O7 -6.15290 2.39673 1.26331  -0.4885
H23 -7.11121 2.09302 -0.53653  0.2337
H24 -8.07935 1.82929 0.83248  0.2215
H25 -7.70249 3.52121 0.36294  0.2558
H26 -5.57950 3.11299 0.98084  0.3003
C10 -3.86096 1.78698 -4.99209  -0.5544
O8 -5.04434 2.39835 -5.50675  -0.4893
H27 -3.60992 2.11507 -3.98342  0.2319
H28 -3.78413 0.70670 -5.11532  0.2630
H29 -3.02141 1.99711 -5.65474  0.2392
H30 -5.69373 1.69133 -5.50962  0.3095
C11 -3.27720 7.82254 -0.24273  -0.4522
O9 -3.08514 7.01972 0.90943  -0.4881
H31 -4.33984 7.95536 -0.44585  0.2244
H32 -2.86806 8.80891 -0.02420  0.2283
H33 -2.76164 7.32450 -1.06387  0.2002
H34 -3.46874 7.48360 1.65726  0.2877
C12 -5.29451 -3.55487 -0.33990  -0.5094
O10 -5.96423 -2.94553 0.73150  -0.4880
H35 -5.60109 -4.58830 -0.50158  0.2224
H36 -5.56472 -3.12584 -1.30479  0.2306
H37 -4.21865 -3.45094 -0.19908  0.2434
H38 -5.62882 -2.05170 0.83241  0.3011
C13 4.14706 -2.33387 7.95905  -0.4593
O11 4.94630 -2.18366 6.78741  -0.4979
H39 3.94922 -1.35382 8.39317  0.2236
H40 3.21911 -2.84105 7.69490  0.2280
H41 4.72563 -2.93985 8.65629  0.1940
H42 4.38166 -1.78699 6.11999  0.3117
C14 -6.57407 6.69700 5.70068  -0.4925
O12 -5.71823 7.84498 5.59216  -0.4986
H43 -7.20946 6.83730 6.57514  0.2359
H44 -7.14201 6.55160 4.78177  0.2366
H45 -5.98575 5.78985 5.83864  0.2198
H46 -6.28107 8.52892 5.22196  0.2989
C15 0.17152 -2.57263 -8.46018  -0.4596
O13 0.60082 -2.36252 -9.79637  -0.5112
H47 -0.78543 -3.09329 -8.42459  0.2324
H48 0.88643 -3.22687 -7.96121  0.2040
H49 0.19425 -1.63655 -7.90222  0.2400
H50 -0.02746 -1.87836 -10.33714  0.2945
C16 7.43685 -5.75940 -3.89335  -0.4800
O14 8.13732 -6.35556 -2.78983  -0.4968
H51 6.37292 -5.99210 -3.84862  0.2121
H52 7.57765 -4.67854 -3.88961  0.2414
H53 7.78825 -6.12877 -4.85677  0.2324
H54 9.02181 -5.98367 -2.75864  0.2909
C17 -8.05834 -1.68612 7.22560  -0.5171
O15 -8.55883 -2.48550 6.17034  -0.4936
H55 -7.02361 -1.34716 7.17524  0.2623
H56 -8.61560 -0.75247 7.30222  0.2342
H57 -8.11782 -2.29375 8.12856  0.2075
H58 -8.05958 -2.27656 5.37744  0.3068


5.
ORCA calculation (ωB97M-V/def2-TZVPD) on one molecule with the formula C4H4ClNO2 at a distorted geometry.

Its SMILES is C=C=C(Cl)CON=O. As for the highest occupied orbital energy: -9.45 eV. The calculation puts the gap between HOMO and LUMO at 9.4 eV. As for the multiplicity: 1.

Each line ends with the natural charge from an NBO analysis.
Positions of all 12 atoms, in Å:
C1 0.10885 1.40815 1.70525  -0.4344
C2 -0.28567 0.78413 0.65828  0.0485
C3 -0.94896 0.09748 -0.26393  -0.1294
Cl1 -2.67344 0.36025 -0.35349  0.0056
C4 -0.44852 -0.96762 -1.25330  -0.1079
O1 0.86303 -1.42731 -1.02299  -0.3976
N1 1.73047 -0.43850 -0.44880  0.3854
O2 2.80461 -0.85472 -0.23237  -0.2418
H1 0.15701 0.90252 2.67832  0.2234
H2 0.54910 2.47429 1.83307  0.2315
H3 -1.24359 -1.77811 -1.10032  0.2193
H4 -0.61290 -0.56057 -2.19972  0.1973


6.
ORCA calculation (ωB97M-V/def2-TZVPD) on C13H7MnN3O5 as an isolated structure.

As for the highest occupied orbital energy (spin up / spin down): -9.00 / -8.52 eV. The calculation puts the gap between HOMO and LUMO (spin up / spin down) at 8.0 / 7.5 eV. As for the multiplicity: 2.

Each line ends with the natural charge from an NBO analysis.
Positions of all 29 atoms, in Å:
Mn1 0.45219 -0.08575 0.02498  1.2105
O1 -5.00046 2.25134 0.26206  -0.6391
C1 -3.75893 1.73735 0.16500  0.3574
C2 -3.00463 1.82735 -1.01049  -0.2974
C3 -1.74646 1.26538 -1.00648  0.1262
N1 -1.28025 0.68548 0.08955  -0.4763
C4 -1.98407 0.55472 1.20928  0.1125
C5 -3.24955 1.08727 1.29697  -0.2632
C6 -1.21179 -0.26459 2.25617  0.7482
O2 -1.68629 -0.45097 3.35163  -0.5963
O3 -0.11831 -0.78410 1.76607  -0.7847
C7 -0.74393 1.15998 -2.16693  0.7484
O4 -0.99803 1.67350 -3.23210  -0.6026
O5 0.26912 0.39297 -1.87480  -0.7833
H1 -5.25711 2.66738 -0.57055  0.4891
H2 -3.37640 2.30129 -1.90989  0.2464
H3 -3.83092 0.99031 2.20227  0.2609
N2 0.46491 5.99712 2.02442  -0.2527
C8 1.00403 5.02066 1.75458  0.2553
C9 1.67878 3.79958 1.41716  -0.1854
C10 3.06323 3.69357 1.50915  -0.0954
C11 3.65131 2.49097 1.16774  -0.2399
C12 2.84140 1.45117 0.75036  0.0873
N3 1.50956 1.54703 0.65998  -0.4650
C13 0.93789 2.70669 0.99002  0.1126
H4 3.65352 4.53660 1.84024  0.2437
H5 4.72076 2.35370 1.22090  0.2424
H6 3.27317 0.49601 0.47430  0.2095
H7 -0.13883 2.77032 0.91325  0.2307


Calculated total energy for the records above, in order: -393.33652; -1062.16007; -3571.66160; -2110.38530; -820.06311; -2191.08577 hartree